# 1
{"formula": "C5H2", "method": "ωB97M-V/def2-TZVPD", "e_tot_ev": -5204.845, "homo_lumo_gap_ev": [5.63, 5.61], "relative_energy_kcal_mol": 128.6, "species": ["C", "C", "C", "C", "C", "H", "H"], "positions_angstrom": [[-2.271, -2.146, -4.790], [-1.518, -1.740, -3.969], [-0.765, -1.093, -2.179], [-0.460, -0.724, -0.983], [0.017, -0.052, 0.060], [-0.392, 0.915, 0.314], [0.812, -0.432, 0.681]]}

=====

# 2
{"formula": "C4H10BrPS", "method": "ωB97M-V/def2-TZVPD", "e_tot_ev": -94473.481, "homo_lumo_gap_ev": 8.07, "relative_energy_kcal_mol": 87.6, "smiles": "SC#[PH]Br.CCC", "species": ["S", "C", "P", "Br", "H", "H", "C", "C", "C", "H", "H", "H", "H", "H", "H", "H", "H"], "positions_angstrom": [[2.529, -0.629, 1.707], [1.076, -1.195, 2.415], [0.767, -2.921, 2.085], [-0.637, -3.491, 3.735], [2.290, 0.682, 1.643], [1.790, -3.571, 2.787], [-1.048, 1.284, -2.524], [-0.801, 0.435, -1.271], [-0.154, 1.217, -0.114], [-0.206, 1.327, -3.181], [-1.789, 0.695, -2.901], [-1.403, 2.214, -2.334], [-0.424, -0.538, -1.495], [-1.835, 0.287, -0.949], [-0.152, 0.534, 0.779], [-0.772, 2.083, -0.001], [0.769, 1.588, -0.381]]}

=====

# 3
{"formula": "C22H16Co2O9", "method": "ωB97M-V/def2-TZVPD", "e_tot_ev": -116751.847, "homo_lumo_gap_ev": 5.13, "charge": -2, "relative_energy_kcal_mol": 0.0, "species": ["C", "C", "C", "C", "C", "C", "O", "C", "O", "O", "H", "H", "H", "H", "H", "H", "H", "H", "H", "O", "C", "Co", "C", "O", "C", "O", "C", "C", "C", "C", "C", "C", "C", "C", "C", "Co", "C", "O", "C", "O", "C", "O", "H", "H", "H", "H", "H", "H", "H"], "positions_angstrom": [[1.830, 1.087, -3.363], [0.957, -0.038, -2.981], [-0.414, -0.059, -3.326], [-1.092, -1.359, -3.460], [-2.513, -1.254, -4.007], [-3.246, -0.117, -3.356], [-2.518, 1.153, -3.502], [-1.167, 1.203, -3.452], [-0.639, 2.317, -3.497], [1.422, -1.075, -2.375], [1.197, 1.948, -3.609], [2.516, 1.334, -2.549], [2.420, 0.780, -4.238], [-0.495, -1.975, -4.145], [-1.076, -1.869, -2.481], [-2.492, -1.115, -5.094], [-3.033, -2.190, -3.802], [-4.223, 0.063, -3.818], [-3.360, -0.288, -2.275], [-1.522, 0.386, -0.591], [-0.447, 0.125, -0.225], [1.067, -0.407, 0.410], [0.806, -2.070, 0.743], [0.576, -3.159, 1.047], [2.572, -0.677, -0.778], [3.650, -0.952, -1.095], [0.751, 0.273, 2.173], [-0.291, -0.249, 3.081], [-1.654, -0.191, 2.719], [-2.627, -0.821, 3.490], [-2.280, -1.428, 4.697], [-0.939, -1.425, 5.114], [0.049, -0.833, 4.321], [2.163, 0.438, 2.348], [3.243, -0.239, 2.776], [1.492, 1.766, 1.470], [0.143, 2.591, 0.683], [-0.698, 3.214, 0.192], [2.797, 1.981, 0.278], [3.692, 2.278, -0.400], [1.967, 3.047, 2.601], [2.278, 3.879, 3.343], [-1.930, 0.344, 1.813], [-3.660, -0.829, 3.134], [-3.055, -1.876, 5.326], [-0.662, -1.886, 6.063], [1.094, -0.831, 4.654], [4.182, 0.303, 2.911], [3.167, -1.298, 3.028]]}

=====

# 4
{"formula": "C10H9NOS", "method": "ωB97M-V/def2-TZVPD", "e_tot_ev": -24887.475, "homo_lumo_gap_ev": 8.44, "relative_energy_kcal_mol": 33.1, "smiles": "C=C/C=N/c1ccccc1SC=O", "species": ["C", "C", "C", "N", "C", "C", "C", "C", "C", "C", "S", "C", "O", "H", "H", "H", "H", "H", "H", "H", "H", "H"], "positions_angstrom": [[-3.545, -2.255, 0.080], [-2.263, -1.957, 0.269], [-1.636, -0.744, -0.200], [-0.425, -0.534, 0.101], [0.399, 0.475, -0.315], [0.601, 0.781, -1.662], [1.596, 1.663, -2.039], [2.410, 2.256, -1.088], [2.201, 1.992, 0.258], [1.211, 1.109, 0.641], [0.852, 0.857, 2.372], [0.929, -0.900, 2.461], [0.561, -1.528, 3.405], [-3.956, -3.182, 0.443], [-4.222, -1.592, -0.434], [-1.609, -2.634, 0.802], [-2.245, -0.044, -0.787], [-0.012, 0.293, -2.406], [1.744, 1.890, -3.085], [3.205, 2.921, -1.388], [2.814, 2.461, 1.011], [1.389, -1.327, 1.560]]}